Below is a molecular structure, C46H67Br2N6O9P2SSiSr, with properties calculated with ωB97M-V/def2-TZVPD.

```
135
Properties=species:S:1:pos:R:3:forces:R:3:mulliken_charge:R:1
Sr 0.1999 0.4593 0.6816 0.7 0.1 -0.8 0.96
Br 1.0039 -4.9015 -0.6491 0.4 -0.1 -0.2 -0.14
C 2.1105 -3.9171 0.5439 0.0 -0.1 0.2 -0.13
C 3.1631 -4.6239 1.1397 0.1 -0.1 0.0 -0.52
C 4.0033 -4.0081 2.0114 -0.1 0.1 0.0 -0.30
Br 5.3814 -5.0218 2.8381 0.0 0.0 0.0 -0.27
C 3.8559 -2.6209 2.2797 0.1 0.0 0.0 1.11
C 4.7442 -1.8901 3.0994 0.0 -0.1 0.0 -1.36
C 4.5829 -0.5458 3.2285 0.0 0.1 0.0 -1.12
C 3.5328 0.0818 2.5360 0.1 0.1 -0.1 -0.57
N 2.6654 -0.5616 1.7927 -0.2 -0.5 0.0 2.00
C 2.7964 -1.9120 1.6673 0.0 0.1 -0.1 -1.11
C 1.7898 -2.5850 0.8309 0.3 0.1 0.0 -0.29
O 0.7710 -1.9634 0.4047 0.0 -0.4 0.0 0.69
H 3.2967 -5.6705 0.9035 0.0 0.0 0.0 0.45
H 5.5513 -2.4101 3.5977 0.0 0.0 0.0 0.29
H 5.2539 0.0549 3.8288 0.0 0.0 0.0 0.68
H 3.4021 1.1526 2.5836 0.0 0.1 0.0 -0.32
O -3.2805 4.7558 -4.1814 0.0 -0.1 -0.1 -0.68
C -3.3786 5.0968 -2.9846 -0.1 0.2 -0.1 0.09
O -3.9143 6.0963 -2.4734 0.0 0.0 0.1 -0.75
C -2.6915 4.1400 -2.0143 0.1 -0.2 0.1 0.27
C -1.7484 4.5914 -1.0959 -0.1 0.1 -0.1 -1.28
C -1.0217 3.6787 -0.3595 0.2 0.0 0.0 -0.67
N -1.1954 2.3552 -0.4344 -0.5 0.1 -0.1 1.15
C -2.1782 1.9231 -1.2469 -0.1 -0.3 0.0 -0.09
C -2.9214 2.7675 -2.0506 0.1 0.1 0.0 -0.75
C -2.5039 0.4185 -1.2404 -0.5 0.8 0.1 -0.32
O -3.4958 0.0494 -1.8762 0.3 -0.2 -0.1 -0.78
O -1.7748 -0.3105 -0.4956 0.1 -0.4 0.0 0.53
H -1.5664 5.6531 -0.9885 0.0 0.0 0.0 0.49
H -0.2307 4.0077 0.3071 -0.1 0.0 0.0 0.62
H -3.6464 2.3398 -2.7272 0.0 0.0 0.0 0.57
C -0.3059 2.6666 4.9822 0.0 0.0 -0.1 -1.40
N -0.8626 1.7159 4.0232 0.0 0.2 0.2 0.44
C -1.8850 2.2133 3.1144 0.0 0.1 -0.1 -1.03
C -0.2501 0.5633 3.7657 0.0 -0.1 0.2 0.67
C 0.8404 0.1108 4.6970 0.0 0.1 0.1 -1.15
O -0.5769 -0.1425 2.7946 -0.4 -0.4 0.7 -0.44
H -0.9910 3.5075 5.0527 0.0 0.0 0.0 0.33
H 0.6668 3.0362 4.6420 0.0 0.0 0.0 0.51
H -0.2174 2.2178 5.9715 0.0 0.0 0.0 0.34
H -2.5999 2.8003 3.6891 0.0 0.0 0.0 0.37
H -2.4003 1.3816 2.6400 0.0 0.0 0.0 0.17
H -1.4445 2.8520 2.3423 0.0 0.0 0.0 0.42
H 0.4702 0.0407 5.7210 0.0 0.0 0.0 0.55
H 1.6615 0.8296 4.6829 0.0 0.0 0.0 0.01
H 1.2032 -0.8576 4.3642 0.0 0.0 0.0 0.17
C -2.5382 -5.0844 1.5772 0.0 0.2 0.0 -0.69
N -1.7257 -4.0620 0.8240 -0.2 0.0 0.1 0.48
C -2.0401 -4.1832 -0.6808 0.1 -0.1 0.2 -1.01
N -3.4339 -4.0925 -0.9221 0.1 -0.1 -0.2 0.17
C -4.1591 -5.0710 -0.1385 -0.1 0.0 0.1 -0.99
N -3.9343 -4.9328 1.3049 0.1 -0.3 -0.1 0.06
C -4.4639 -3.6515 1.8068 -0.1 -0.2 0.0 -0.93
P -3.7323 -2.1416 1.0216 -0.1 0.8 -0.1 0.03
C -1.9936 -2.6652 1.3232 -0.3 -1.1 0.6 0.33
C -3.9210 -2.7272 -0.7264 0.0 0.0 0.2 -0.44
H -2.3258 -4.9268 2.6359 0.0 -0.1 0.0 0.39
H -2.1737 -6.0642 1.2645 -0.1 0.0 0.0 0.30
H -0.7264 -4.2574 0.9466 -0.1 0.1 -0.2 -0.01
H -1.6522 -5.1615 -0.9657 -0.1 0.0 0.0 0.39
H -1.4784 -3.3889 -1.1712 -0.1 0.0 0.0 0.38
H -3.8513 -6.0751 -0.4421 0.0 0.0 0.0 0.32
H -5.2253 -4.9557 -0.3339 0.0 0.0 0.0 0.39
H -4.3309 -3.6113 2.8902 0.0 0.0 0.0 0.40
H -5.5393 -3.6396 1.6231 -0.1 0.0 0.0 0.43
H -1.7955 -2.6592 2.3998 -0.1 -0.1 0.0 0.78
H -1.2005 -2.1201 0.8923 0.3 1.1 -0.7 -0.44
H -3.3791 -2.0359 -1.3567 0.1 0.2 -0.2 0.19
H -4.9654 -2.6612 -1.0362 0.0 0.0 0.1 0.43
C 0.9994 -1.4225 -3.3734 -0.1 -0.1 0.0 -1.79
P 1.3267 -0.1011 -2.1542 0.3 0.5 -0.3 2.19
C 3.1696 -0.0570 -2.1780 0.0 -0.2 -0.1 -1.34
C 0.9317 1.4279 -3.0805 0.0 -0.1 0.1 0.36
C -0.1611 1.4978 -3.9422 0.0 0.0 0.0 -0.44
C -0.5935 2.7157 -4.4467 0.0 0.0 0.0 -0.64
C 0.0736 3.8849 -4.1141 0.0 0.0 0.0 -0.37
C 1.1824 3.8241 -3.2814 0.0 0.0 0.0 -0.41
C 1.6010 2.6095 -2.7591 0.0 0.0 0.0 -0.62
H -0.0724 -1.6044 -3.4499 0.0 0.0 0.0 0.37
H 1.4660 -2.3423 -3.0163 0.0 0.0 0.0 0.44
H 1.3920 -1.1629 -4.3580 0.0 0.0 0.0 0.42
H 3.5634 0.3112 -3.1273 0.0 -0.1 0.0 0.45
H 3.5391 -1.0694 -1.9970 0.0 0.0 0.0 0.51
H 3.5489 0.5677 -1.3731 0.0 0.1 0.1 0.05
H -0.7299 0.6048 -4.1748 0.0 0.0 0.0 0.19
H -1.4897 2.7698 -5.0495 0.0 0.0 0.0 0.31
H -0.3109 4.8336 -4.4628 0.0 0.0 0.0 0.40
H 1.6981 4.7326 -2.9942 0.0 0.0 0.0 0.34
H 2.4323 2.5980 -2.0612 0.0 0.0 0.0 0.10
C 4.6582 3.3009 -0.1027 0.0 0.0 -0.1 -1.07
C 5.5057 3.3981 1.1586 0.0 0.0 0.1 1.91
C 6.4443 2.2016 1.2522 0.0 0.0 0.0 -1.75
C 6.2951 4.7017 1.1749 0.1 0.0 -0.1 -1.77
O 4.6969 3.3541 2.3379 0.0 -0.1 0.0 0.54
Si 3.1729 3.9450 2.5956 0.0 0.0 0.0 -3.89
S 1.6332 2.8186 1.8551 -0.1 0.1 0.0 1.77
O 3.2667 5.4794 2.0041 -0.1 0.1 0.1 0.33
C 2.2407 6.4251 1.6667 0.1 -0.1 0.0 1.84
C 2.8875 7.7965 1.8100 0.0 0.0 0.0 -1.95
C 1.0490 6.3137 2.6127 0.0 0.1 0.0 -1.13
C 1.8252 6.1641 0.2238 0.0 0.1 0.0 -1.37
O 3.0370 3.9843 4.2449 -0.2 -0.2 -0.1 0.84
C 3.9580 4.3744 5.2519 0.0 0.1 0.1 1.90
C 4.9287 3.2278 5.5136 0.0 -0.1 0.0 -1.39
C 4.7124 5.6388 4.8580 0.1 0.1 0.0 -1.35
C 3.1029 4.6382 6.4878 0.1 0.0 0.1 -1.82
H 5.3056 3.2777 -0.9816 0.0 0.0 0.0 0.83
H 3.9819 4.1518 -0.1924 0.0 0.0 0.0 -0.02
H 4.0500 2.3970 -0.0826 0.0 0.0 0.0 -0.34
H 7.0773 2.1293 0.3657 0.0 0.0 0.0 0.39
H 5.8680 1.2812 1.3365 0.0 0.0 0.0 0.21
H 7.0859 2.2923 2.1308 0.0 0.0 0.0 0.34
H 6.9422 4.7717 0.2979 0.0 0.0 0.0 0.48
H 6.9183 4.7495 2.0700 0.0 0.0 0.0 0.32
H 5.6145 5.5523 1.1785 0.0 0.0 0.0 0.05
H 3.1280 7.9947 2.8555 0.0 0.0 0.0 0.37
H 2.2170 8.5791 1.4512 0.0 0.0 0.0 0.40
H 3.8110 7.8331 1.2309 0.0 0.0 0.0 0.32
H 1.3907 6.3724 3.6483 0.0 0.0 0.0 0.08
H 0.5245 5.3694 2.4773 0.0 -0.1 0.0 0.00
H 0.3508 7.1323 2.4288 0.0 0.0 0.0 0.60
H 2.6817 6.3032 -0.4401 0.0 0.0 0.0 0.34
H 1.0313 6.8463 -0.0876 0.0 0.0 0.0 0.60
H 1.4683 5.1386 0.1160 0.1 0.1 0.0 -0.15
H 5.4964 2.9962 4.6126 0.0 0.0 0.0 0.06
H 4.3731 2.3361 5.8122 0.0 0.0 0.0 0.24
H 5.6217 3.4873 6.3171 0.0 0.0 0.0 0.50
H 5.2522 5.5005 3.9209 0.0 0.0 0.0 0.10
H 5.4315 5.9023 5.6366 0.0 0.0 0.0 0.51
H 4.0205 6.4715 4.7259 0.0 0.0 0.0 0.22
H 2.5247 3.7467 6.7337 0.0 0.0 0.0 0.26
H 2.4106 5.4569 6.2911 0.0 0.0 0.0 0.37
H 3.7200 4.9004 7.3506 0.0 0.0 0.0 0.38
```
Positions in Å, forces in eV/Å.

The net charge is -1. Its calculated total energy is -9348.3846 Eh. For the energy above the lowest of the compared OMol25 structures with the same formula, charge and spin, the calculation gives 5.5 kcal per mole. Its gap between HOMO and LUMO is 6.38 eV. The highest occupied orbital energy is -0.1827 Eh.



Below is a molecular structure, C46H67F6Ge2N5O7PRbS3, with properties calculated with ωB97M-V/def2-TZVPD.

```
138
Properties=species:S:1:pos:R:3:forces:R:3:mulliken_charge:R:1
Rb -1.5273 0.8193 -0.3393 -0.2 -0.5 0.2 0.41
C 3.9266 2.4880 2.8659 0.0 0.0 0.0 -1.55
C 2.8599 2.2387 1.7998 0.0 0.0 0.0 0.09
Ge 2.7955 0.3426 1.2200 0.3 0.3 0.0 -0.25
C 1.9444 -0.5166 2.7750 -0.2 0.0 -0.1 0.37
C 2.4795 -1.8387 3.3159 0.1 0.1 0.0 -1.06
C 4.6508 -0.2466 0.8314 0.0 -0.1 0.1 -0.03
C 4.7845 -0.2890 -0.5039 -0.1 0.0 0.0 -0.71
Ge 3.0408 0.3671 -1.2362 0.0 -0.2 -0.1 0.63
C 2.4482 -0.5383 -2.8975 -0.1 0.0 0.1 -0.83
C 1.6532 -1.8354 -2.8793 0.0 0.0 -0.2 -0.50
C 3.4046 2.1845 -1.9314 0.0 0.0 0.1 0.17
C 4.3850 2.1908 -3.1053 0.0 0.0 0.0 -1.43
C 6.0283 -0.5987 -1.2324 0.0 0.0 0.0 -0.14
C 7.2316 0.0405 -0.9264 0.0 0.0 0.0 -0.20
C 8.3904 -0.2425 -1.6349 0.0 0.0 0.0 -0.74
C 8.3726 -1.1754 -2.6629 0.0 0.0 0.0 -0.34
C 7.1827 -1.8199 -2.9770 0.0 0.0 0.0 -0.83
C 6.0232 -1.5283 -2.2756 0.0 0.0 0.0 0.21
H 3.9558 3.5399 3.1643 0.0 0.0 0.0 0.40
H 4.9223 2.2192 2.5013 0.0 0.0 0.0 0.30
H 3.7421 1.9006 3.7697 0.0 0.0 0.0 0.33
H 3.0227 2.8834 0.9369 0.0 0.0 0.0 0.12
H 1.8672 2.4921 2.1814 0.0 0.0 0.0 -0.11
H 0.8765 -0.5740 2.5691 0.0 -0.1 0.0 -0.64
H 2.0690 0.2550 3.5421 -0.1 0.0 0.0 0.85
H 2.2362 -2.6818 2.6772 -0.1 -0.1 -0.2 0.09
H 2.0466 -2.0420 4.3007 0.0 0.0 0.0 0.23
H 3.5677 -1.8138 3.4286 0.0 0.0 0.0 0.39
H 5.4829 -0.4802 1.5011 0.0 0.0 0.0 0.43
H 3.3741 -0.6679 -3.4696 0.0 0.0 0.0 0.70
H 1.8756 0.2367 -3.4107 0.0 0.0 0.0 0.33
H 2.2335 -2.6658 -2.4729 -0.1 0.1 -0.2 0.34
H 1.3514 -2.1152 -3.8947 0.0 0.0 0.0 0.28
H 0.7511 -1.7405 -2.2769 0.0 0.0 0.0 -0.18
H 3.7781 2.8150 -1.1233 0.0 0.0 0.0 0.33
H 2.4485 2.6055 -2.2445 0.0 0.0 0.0 -0.14
H 5.3480 1.7501 -2.8325 0.0 0.0 0.0 0.30
H 4.5744 3.2106 -3.4531 0.0 0.0 0.0 0.42
H 3.9962 1.6251 -3.9548 0.0 0.0 0.0 0.31
H 7.2402 0.7778 -0.1327 0.0 0.0 0.0 0.44
H 9.3110 0.2730 -1.3871 0.0 0.0 0.0 0.37
H 9.2759 -1.3940 -3.2193 0.0 0.0 0.0 0.36
H 7.1563 -2.5487 -3.7786 0.0 0.0 0.0 0.38
H 5.0931 -2.0241 -2.5288 0.0 0.0 0.0 0.37
C -0.1395 -2.4636 7.5337 0.0 0.0 0.0 -1.75
C -0.6529 -2.3275 6.1243 0.0 0.0 0.0 1.32
C -1.0258 -3.4487 5.3914 0.0 0.0 0.0 -0.81
C -1.5166 -3.3242 4.0989 0.0 0.0 0.0 -0.28
C -1.6286 -2.0667 3.5249 0.0 0.0 0.0 -0.41
C -1.2771 -0.9321 4.2477 0.0 0.0 0.0 -0.50
C -0.7934 -1.0720 5.5379 0.0 0.0 0.0 -0.90
S -2.1231 -1.8861 1.8229 -0.1 -0.1 0.0 1.03
O -2.7972 -0.6054 1.7459 0.0 -0.2 0.0 -0.22
O -2.9237 -3.0542 1.4962 0.0 0.0 0.1 -0.80
N -0.7739 -1.7523 1.0193 -0.1 -0.1 0.0 0.40
C 0.0260 -2.8137 0.7151 -0.1 0.0 -0.2 -0.45
C -0.2517 -4.1778 0.9923 0.1 -0.1 0.1 -0.56
C 0.6826 -5.1385 0.6782 0.0 0.0 0.0 -1.46
C 1.8742 -4.7785 0.0563 0.0 0.0 0.0 -0.91
C 2.0362 -3.4363 -0.2409 0.1 -0.1 0.3 -0.48
N 1.1609 -2.4858 0.0588 0.0 0.0 0.3 1.52
H 0.3719 -3.4168 7.6762 0.0 0.0 0.0 0.38
H -0.9587 -2.4143 8.2557 0.0 0.0 0.0 0.35
H 0.5584 -1.6611 7.7743 0.0 0.0 0.0 0.37
H -0.9290 -4.4341 5.8356 0.0 0.0 0.0 0.34
H -1.8236 -4.1963 3.5382 0.0 0.0 0.0 0.48
H -1.3891 0.0566 3.8127 0.0 0.0 0.0 0.35
H -0.5203 -0.1823 6.0946 0.0 0.0 0.0 0.41
H -1.1993 -4.4460 1.4327 0.0 0.0 0.0 0.72
H 0.4768 -6.1784 0.9106 0.0 0.0 0.0 0.31
H 2.6368 -5.5031 -0.1960 0.0 0.0 0.0 0.46
H 2.9417 -3.0938 -0.7383 0.0 -0.1 0.1 0.13
F 0.0699 3.8470 -5.1926 0.0 0.0 0.0 -0.19
C -1.0664 3.6653 -4.5170 0.0 0.0 0.0 0.17
F -1.8235 2.7988 -5.2002 0.0 0.0 0.0 -0.18
F -1.7157 4.8292 -4.4613 0.0 0.0 0.0 -0.21
S -0.7577 2.9745 -2.8385 0.0 0.0 -0.2 0.67
O -2.0677 2.8507 -2.2495 0.0 0.2 -0.2 -0.16
O -0.0444 1.7469 -3.0824 0.0 0.1 0.0 -0.30
N 0.1214 4.1518 -2.2707 0.0 0.0 0.1 -0.60
S 0.4458 4.1463 -0.7179 0.0 0.0 -0.1 1.02
O 1.6111 4.9327 -0.4579 0.0 0.0 0.0 -0.77
O 0.3202 2.8296 -0.1401 0.2 0.4 0.0 0.04
C -0.9150 5.1545 0.0357 0.0 0.0 0.0 0.48
F -2.0727 4.5092 0.0444 0.0 0.0 0.0 -0.16
F -0.5765 5.4759 1.2767 0.0 0.0 0.0 -0.20
F -1.0696 6.2879 -0.6680 0.0 0.0 0.0 -0.28
C -0.6313 -4.7398 -2.6321 0.0 0.0 0.0 0.06
C -2.0845 -4.3579 -2.9132 0.0 0.0 0.0 -1.33
N -2.2725 -3.1817 -3.7461 0.0 0.0 0.0 0.37
C -2.3398 -3.3658 -5.1822 0.0 0.0 0.0 -0.83
C -0.9912 -3.3467 -5.9029 0.0 0.0 0.0 -0.89
C -2.1555 -1.9209 -3.1752 0.0 -0.1 0.0 0.72
C -2.4270 -0.7354 -4.0631 0.0 0.0 0.0 -1.09
N -1.8727 -1.6915 -1.9543 0.0 0.1 0.0 0.38
H -0.5917 -5.5758 -1.9316 0.0 0.0 0.0 0.33
H -0.0822 -3.9119 -2.1832 0.0 0.0 0.0 -0.33
H -0.1128 -5.0335 -3.5459 0.0 0.0 0.0 0.37
H -2.6080 -4.1953 -1.9675 0.0 0.0 0.0 0.44
H -2.5945 -5.1885 -3.4091 0.0 0.0 0.0 0.39
H -2.9831 -2.5985 -5.6124 0.0 0.0 0.0 0.39
H -2.8359 -4.3230 -5.3667 0.0 0.0 0.0 0.38
H -0.4607 -2.4168 -5.6977 0.0 0.0 0.0 0.11
H -1.1359 -3.4274 -6.9835 0.0 0.0 0.0 0.42
H -0.3556 -4.1709 -5.5803 0.0 0.0 0.0 0.26
H -3.3977 -0.8244 -4.5542 0.0 0.0 0.0 0.41
H -1.6562 -0.6165 -4.8279 0.0 0.0 0.0 0.26
H -2.4471 0.1518 -3.4381 0.0 0.0 0.0 -0.10
H -1.7057 -2.5246 -1.3975 0.0 0.0 0.0 -0.67
C -5.3251 3.2191 -1.6358 0.0 0.0 0.0 -1.09
P -5.1679 1.5872 -0.8791 0.0 0.0 0.0 0.98
C -4.7608 1.8932 0.8387 0.0 0.0 0.0 -0.59
C -6.8535 0.9190 -0.8496 0.0 0.0 0.0 -1.46
O -4.2324 0.6890 -1.6108 0.0 0.0 0.0 -0.33
H -6.0224 3.8494 -1.0820 0.0 0.0 0.0 0.39
H -5.6614 3.1066 -2.6674 0.0 0.0 0.0 0.36
H -4.3369 3.6800 -1.6414 0.0 0.0 0.0 0.12
H -5.5760 2.4023 1.3541 0.0 0.0 0.0 0.54
H -3.8653 2.5161 0.9336 0.0 0.0 0.0 -0.05
H -4.5469 0.9420 1.3297 0.0 0.0 0.0 0.12
H -7.5456 1.5913 -0.3411 0.0 0.0 0.0 0.37
H -6.8283 -0.0391 -0.3297 0.0 0.0 0.0 0.37
H -7.1859 0.7524 -1.8749 0.0 0.0 0.0 0.37
C -1.8924 2.5546 2.9160 -0.1 0.1 0.0 -0.78
C -2.7252 3.4154 3.6125 0.0 0.0 0.0 1.16
C -4.0687 3.0525 3.9918 0.0 0.0 0.0 -0.34
C -4.9105 3.9135 4.6589 0.0 0.0 0.0 -0.62
C -4.5162 5.2059 5.0255 0.0 0.0 0.0 -0.59
C -3.2062 5.5812 4.6968 0.0 0.0 0.0 -0.46
C -2.3446 4.7396 4.0322 0.0 0.0 0.0 -0.62
H -2.2727 1.5906 2.6039 0.1 0.0 0.0 0.20
H -0.8852 2.8403 2.6320 0.0 0.0 0.0 -0.36
H -4.4108 2.0503 3.7503 0.0 0.0 0.0 0.36
H -5.9117 3.5710 4.9136 0.0 0.0 0.0 0.31
H -5.1854 5.8772 5.5498 0.0 0.0 0.0 0.33
H -2.8535 6.5719 4.9751 0.0 0.0 0.0 0.32
H -1.3389 5.0771 3.8033 0.0 0.0 0.0 0.27
```
Positions in Å, forces in eV/Å.

The net charge is -2. Its calculated total energy is -8906.6337 Eh. For the energy above the lowest of the compared OMol25 structures with the same formula, charge and spin, the calculation gives 42.8 kcal per mole. Its gap between HOMO and LUMO is 3.58 eV. The highest occupied orbital energy is -0.0036 Eh.